1.
{
  "formula": "C8H14N2O4",
  "method": "ωB97M-V/def2-TZVPD",
  "elements": ["N", "C", "C", "O", "C", "O", "N", "C", "C", "C", "C", "C", "O", "O", "H", "H", "H", "H", "H", "H", "H", "H", "H", "H", "H", "H", "H", "H"],
  "positions_angstrom": [[2.72644, 0.04570, 0.99037], [2.13043, -0.14440, -0.41566], [1.88037, -1.64439, -0.53769], [1.20933, -2.09526, 0.57251], [0.98280, 0.94798, -0.53009], [1.35431, 2.03081, -0.96494], [-0.31933, 0.60540, -0.66509], [-1.25689, 1.71573, -0.68877], [-2.31208, 1.52753, 0.55458], [-1.76363, 0.33000, 1.38345], [-0.87977, -0.44749, 0.34429], [-1.82986, -1.37202, -0.47021], [-2.67766, -1.93444, 0.07130], [-1.43964, -1.60160, -1.73930], [3.67682, -0.34853, 0.76549], [2.85524, 1.04187, 1.22590], [2.78649, 0.23751, -1.28980], [2.84023, -2.19786, -0.48526], [1.34724, -1.93723, -1.50873], [1.34747, -1.64098, 1.36718], [-0.71422, 2.65086, -0.62305], [-1.86252, 1.92305, -1.54544], [-2.33496, 2.52776, 1.13040], [-3.30718, 1.57868, 0.12661], [-2.36896, -0.43733, 1.70691], [-1.22415, 0.72570, 2.17414], [-0.14826, -1.12736, 0.89184], [-0.69804, -0.95971, -1.84094]],
  "forces_ev_per_a": [[1.341, -0.609, -2.227], [0.206, 2.069, 0.402], [0.566, 0.327, -0.671], [-1.598, -3.480, -0.939], [1.726, -0.254, -3.120], [0.334, -0.046, 1.214], [-1.391, -1.972, 2.641], [-1.547, 1.048, 2.097], [1.232, 2.158, -0.222], [0.779, 1.044, -3.882], [-0.801, 1.275, -0.058], [4.065, 1.498, -0.562], [-3.704, -2.251, 1.414], [0.368, 0.746, 0.125], [-0.864, 0.706, 1.253], [-0.045, -0.620, -0.514], [-0.638, -0.781, 1.559], [0.024, 0.615, -0.801], [0.548, 0.378, 1.475], [1.482, 1.383, 1.477], [0.345, -0.039, 0.488], [-0.111, -1.015, -1.139], [0.454, -1.636, -0.463], [-0.255, -1.127, 0.057], [-2.116, -1.075, 0.950], [1.365, 0.510, 1.514], [-1.291, 1.490, -1.606], [-0.477, -0.344, -0.461]],
  "smiles": "N[C@@H](CO)C(=O)N1CCC[C@H]1C(=O)O",
  "homo_lumo_gap_ev": 10.49,
  "total_energy_ha": -723.64219,
  "de_lowest_kj_mol": 287.7,
  "mol_weight_g_mol": 202.21
}

2.
{
  "formula": "C38H71BBrCl34N2O10P",
  "method": "ωB97M-V/def2-TZVPD",
  "elements": ["C", "C", "C", "C", "O", "N", "C", "C", "C", "C", "C", "C", "Cl", "C", "C", "Cl", "C", "C", "O", "C", "P", "N", "O", "O", "C", "C", "C", "C", "C", "O", "O", "B", "O", "O", "C", "Br", "C", "O", "O", "H", "H", "H", "H", "H", "H", "H", "H", "H", "H", "H", "H", "H", "H", "H", "H", "H", "H", "H", "H", "H", "H", "H", "H", "H", "H", "H", "H", "H", "H", "H", "H", "H", "H", "H", "H", "H", "H", "H", "C", "Cl", "Cl", "H", "H", "C", "Cl", "Cl", "H", "H", "C", "Cl", "Cl", "H", "H", "C", "Cl", "Cl", "H", "H", "C", "Cl", "Cl", "H", "H", "C", "Cl", "Cl", "H", "H", "C", "Cl", "Cl", "H", "H", "C", "Cl", "Cl", "H", "H", "C", "Cl", "Cl", "H", "H", "C", "Cl", "Cl", "H", "H", "C", "Cl", "Cl", "H", "H", "C", "Cl", "Cl", "H", "H", "C", "Cl", "Cl", "H", "H", "C", "Cl", "Cl", "H", "H", "C", "Cl", "Cl", "H", "H", "C", "Cl", "Cl", "H", "H"],
  "positions_angstrom": [[3.57277, 5.18775, 1.09883], [2.44368, 5.03023, 2.13483], [1.03352, 4.93721, 1.53051], [0.22493, 3.86498, 2.23226], [0.78378, 2.61001, 1.85868], [0.02043, 1.40299, 2.00316], [-0.24948, 1.38564, 3.48947], [-0.66568, 0.12304, 4.24930], [-1.86360, 0.41301, 5.15267], [-2.40017, -0.87223, 5.78962], [-1.15603, 1.38695, 1.05979], [-2.55543, 1.53227, 1.63223], [-3.22470, 3.13758, 1.50244], [-3.30414, 0.59281, 2.23188], [-2.91714, -0.82789, 2.37307], [-4.82408, 0.92953, 2.89946], [-0.83230, 0.52744, -0.23526], [-1.97083, -0.32632, -0.89870], [-3.20725, -0.37156, -0.24549], [-4.27868, 0.27549, -0.89752], [-0.58406, 1.78020, -1.58520], [0.39039, 2.98609, -1.39734], [-2.05982, 2.34825, -1.82795], [-0.28484, 1.08491, -2.95955], [0.37938, -0.39765, 0.23678], [-0.10113, -1.77937, 0.81751], [0.68672, -3.04576, 0.47725], [2.12093, -3.15390, 0.99914], [2.23126, -3.95221, 2.25396], [1.65917, -4.99015, 2.40404], [3.04727, -3.49148, 3.18846], [1.23305, -0.91445, -1.03802], [2.58113, -1.10185, -1.08981], [0.51067, -1.36841, -2.12796], [1.09546, 0.35953, 1.37948], [2.61924, 1.50782, 0.53432], [1.95805, -0.47418, 2.45184], [3.18148, -0.37899, 2.45263], [1.24198, -1.20414, 3.14466], [3.15877, 5.13095, 0.09870], [4.27893, 4.36991, 1.16533], [4.09874, 6.12522, 1.22333], [2.49509, 5.84332, 2.85004], [2.65761, 4.13267, 2.70484], [0.52444, 5.86217, 1.78449], [1.07819, 4.75754, 0.46638], [-0.81952, 3.98699, 1.97102], [0.30802, 4.07928, 3.29353], [-1.02452, 2.10771, 3.69333], [0.67096, 1.73877, 3.92993], [-0.78471, -0.77328, 3.66678], [0.13786, -0.13671, 4.92434], [-1.46378, 1.01983, 5.96266], [-2.62552, 1.02716, 4.67956], [-2.31386, -0.89082, 6.86500], [-1.87515, -1.71421, 5.35301], [-3.44736, -0.97847, 5.52273], [-1.08983, 2.37609, 0.62666], [-1.92107, -0.97760, 1.99587], [-3.04824, -1.19175, 3.38262], [-3.57652, -1.41451, 1.74669], [-1.63696, -1.34242, -1.03563], [-2.15599, -0.01288, -1.92176], [-5.18547, -0.05495, -0.40291], [-4.23132, 1.35448, -0.78530], [-4.35539, -0.00879, -1.94309], [0.88968, 2.91858, -0.51858], [-2.09856, 3.11194, -1.23539], [0.53420, 1.47364, -3.29652], [-1.13111, -1.98898, 0.54065], [-0.20328, -1.74308, 1.88765], [0.15841, -3.83649, 1.00353], [0.61132, -3.40560, -0.54428], [2.67133, -2.22615, 1.04003], [2.66493, -3.75790, 0.27714], [3.45548, -2.66830, 2.88074], [2.98060, -0.62891, -1.82856], [-0.10207, -2.07075, -1.90985], [4.23052, -4.04151, -2.82710], [2.45899, -4.17619, -2.86134], [4.92176, -5.08448, -1.57493], [4.62216, -4.35265, -3.78876], [4.51482, -3.00974, -2.65318], [-2.10336, -0.86698, -6.13630], [-0.69956, 0.04012, -6.74152], [-2.04380, -2.57145, -6.59902], [-2.12658, -0.80338, -5.05797], [-2.99564, -0.42630, -6.56306], [-2.30214, 5.91263, 4.00948], [-0.90825, 6.58822, 4.85418], [-2.56866, 4.23057, 4.47819], [-3.18647, 6.48804, 4.25102], [-2.10474, 5.94837, 2.94275], [-2.21217, 4.74419, -3.99091], [-2.20031, 6.35975, -3.26328], [-3.49177, 4.58239, -5.19843], [-1.25791, 4.57886, -4.47776], [-2.34768, 4.01002, -3.21377], [-7.63664, -0.00169, 6.03211], [-7.04613, 1.47662, 5.26482], [-6.98159, -1.45129, 5.26444], [-7.33222, 0.00348, 7.07092], [-8.71614, -0.02907, 5.94989], [1.86210, 4.86468, 7.37157], [0.91016, 3.92356, 6.21810], [3.22970, 5.67172, 6.59782], [1.21869, 5.61832, 7.80826], [2.23928, 4.19392, 8.13280], [-0.56046, 5.02700, -8.05289], [-2.03026, 6.00503, -8.10596], [-0.93676, 3.36093, -7.56970], [-0.12020, 5.00033, -9.04121], [0.12679, 5.46373, -7.33940], [-2.86256, -5.09252, 0.21081], [-3.56938, -3.56763, 0.76769], [-1.73982, -4.84022, -1.13256], [-2.32759, -5.54792, 1.03472], [-3.66077, -5.73762, -0.13319], [0.92294, -5.75826, -5.54878], [2.29239, -6.10517, -6.61663], [-0.53842, -5.36942, -6.46343], [0.73332, -6.63187, -4.93833], [1.18151, -4.90804, -4.93167], [7.89682, -2.94955, -2.35410], [8.89227, -3.32791, -3.76449], [6.61556, -1.78792, -2.74176], [7.43324, -3.86147, -1.99905], [8.52611, -2.51662, -1.58680], [3.56128, -0.04873, -5.16398], [3.26561, -1.75565, -4.85696], [3.48408, 0.89984, -3.66365], [4.54929, 0.06549, -5.59338], [2.80056, 0.31653, -5.84392], [2.49119, -3.08327, -8.72732], [2.95789, -1.50871, -8.06906], [1.19346, -2.95505, -9.92076], [3.36632, -3.52548, -9.18838], [2.14725, -3.70230, -7.90956], [6.85586, 1.15877, -0.47162], [5.12060, 0.90232, -0.73236], [7.42594, 0.30956, 0.96704], [7.39866, 0.78403, -1.33149], [7.03002, 2.21980, -0.34512], [5.26382, -6.11351, -9.47370], [5.39367, -4.67905, -8.44432], [3.60527, -6.38076, -10.01813], [5.89829, -5.96864, -10.33856], [5.58333, -6.97830, -8.90638], [-9.73368, -3.72002, 4.27438], [-10.14925, -5.40424, 4.60374], [-10.25664, -2.63890, 5.57053], [-8.65800, -3.63945, 4.18043], [-10.22207, -3.41585, 3.35760], [-2.33632, 1.05527, 9.67247], [-0.69185, 0.54532, 9.27243], [-3.26582, 1.46542, 8.22622], [-2.83642, 0.24281, 10.18404], [-2.28376, 1.93034, 10.30732]],
  "forces_ev_per_a": [[-0.427, -0.135, 0.096], [0.580, -0.224, -0.288], [0.550, -0.246, 0.923], [-0.458, 0.871, 0.167], [-0.880, 0.434, -0.138], [1.209, -0.487, 0.208], [0.025, -1.121, 0.673], [-0.499, 0.168, 0.331], [0.648, 0.063, 0.657], [-0.377, 0.239, -0.771], [-1.202, 1.314, -1.450], [-0.181, -0.861, 1.007], [-0.023, 0.068, -0.527], [0.978, 0.133, -0.098], [-0.348, 0.052, -0.298], [-0.663, 0.250, 0.126], [-0.032, -1.007, 0.572], [-0.594, -0.138, -0.351], [0.077, -0.261, -0.286], [-0.283, -0.017, 0.361], [1.912, 1.667, 0.346], [-0.599, -0.485, 0.566], [-0.646, -0.280, 0.307], [-0.472, -0.629, -0.540], [0.095, -0.213, 0.393], [-0.973, -0.321, -0.433], [-0.016, -0.452, 0.923], [0.194, -0.033, -0.943], [0.064, 0.392, 0.223], [-0.694, -0.890, 0.215], [0.742, -0.024, 0.159], [0.022, -0.535, -0.096], [-0.006, 0.757, 0.426], [0.150, 0.031, -0.044], [1.954, 1.277, -1.247], [-1.187, -0.723, 0.138], [-0.265, -0.381, 0.504], [0.071, 0.089, -0.246], [-0.116, -0.127, 0.257], [0.016, 0.189, -0.305], [0.262, -0.100, 0.126], [0.165, 0.178, -0.117], [-0.121, 0.185, 0.156], [-0.085, -0.242, 0.155], [-0.282, 0.258, -0.490], [-0.223, 0.185, -0.311], [-0.304, -0.438, -0.267], [0.029, -0.463, 0.424], [-0.124, 0.539, -0.466], [0.321, 0.182, -0.167], [-0.202, 0.140, -0.262], [0.340, -0.134, -0.064], [-0.108, 0.389, 0.101], [-0.239, -0.139, -0.167], [0.100, -0.043, 0.221], [0.107, -0.358, 0.174], [-0.289, -0.197, 0.202], [0.439, 0.439, 0.251], [0.062, -0.147, 0.177], [0.212, 0.083, 0.246], [-0.163, 0.138, -0.002], [0.091, -0.193, 0.284], [0.118, 0.315, -0.204], [-0.146, -0.142, 0.126], [0.135, 0.230, -0.177], [0.139, 0.049, -0.266], [0.374, 0.176, -0.163], [-0.324, 0.251, -0.079], [0.122, -0.073, -0.088], [0.024, -0.016, -0.486], [0.579, 0.160, 0.306], [-0.187, -0.194, 0.121], [0.187, 0.489, -0.334], [-0.020, 0.265, 0.058], [0.217, -0.126, -0.222], [-0.162, 0.390, 0.295], [0.244, -0.319, -0.317], [-0.294, 0.004, -0.093], [-0.066, -0.059, -0.078], [0.153, -0.057, 0.156], [0.043, 0.120, -0.010], [-0.087, -0.142, -0.035], [-0.295, -0.202, 0.269], [-0.036, 0.072, -0.183], [-0.110, -0.131, 0.122], [-0.028, 0.268, 0.073], [0.153, 0.023, 0.119], [0.017, 0.032, -0.060], [0.091, -0.067, -0.091], [0.005, 0.231, -0.078], [-0.125, 0.005, 0.354], [-0.005, 0.003, 0.100], [0.008, -0.041, -0.003], [0.148, 0.093, -0.185], [0.033, -0.028, 0.056], [-0.076, -0.108, 0.162], [0.010, 0.079, -0.070], [-0.176, -0.006, -0.037], [-0.080, -0.014, 0.050], [-0.080, 0.069, 0.094], [0.164, -0.017, -0.030], [0.084, 0.003, 0.004], [-0.017, -0.020, -0.078], [0.012, 0.025, 0.025], [-0.028, -0.178, 0.017], [0.003, 0.019, 0.010], [-0.029, 0.038, -0.046], [0.045, -0.051, -0.028], [-0.183, -0.140, -0.034], [0.106, 0.173, -0.101], [0.235, 0.079, 0.022], [-0.035, -0.006, -0.050], [-0.035, -0.035, 0.096], [-0.074, -0.048, 0.015], [0.046, -0.336, -0.142], [-0.063, -0.045, -0.105], [0.106, 0.064, 0.014], [-0.034, 0.023, -0.043], [-0.070, 0.028, 0.017], [0.045, -0.022, 0.068], [0.109, -0.270, -0.010], [-0.012, -0.057, -0.032], [-0.011, 0.012, -0.101], [0.059, -0.054, 0.048], [-0.007, -0.007, 0.024], [0.221, 0.222, 0.027], [-0.058, -0.012, -0.046], [0.023, 0.072, -0.024], [-0.039, -0.074, -0.136], [-0.039, 0.078, 0.252], [-0.071, 0.126, -0.142], [0.048, 0.025, 0.076], [-0.064, 0.002, 0.043], [-0.092, -0.098, -0.067], [0.033, 0.161, -0.361], [0.049, -0.003, 0.038], [-0.239, 0.161, -0.084], [-0.070, 0.011, 0.038], [-0.025, -0.024, -0.218], [0.976, -0.020, -0.099], [0.051, -0.022, 0.005], [-0.022, -0.067, -0.005], [-0.041, 0.026, 0.079], [0.023, -0.044, -0.023], [0.305, -0.120, 0.113], [-0.004, -0.008, -0.048], [-0.029, 0.049, -0.046], [-0.026, 0.010, 0.082], [0.074, 0.004, -0.063], [0.006, -0.003, -0.012], [-0.136, 0.025, 0.045], [0.029, -0.004, 0.059], [-0.070, -0.002, 0.005], [0.000, -0.001, 0.022], [0.011, -0.002, 0.012], [-0.127, 0.109, 0.065], [0.006, -0.064, -0.039], [0.038, 0.053, -0.029]],
  "homo_lumo_gap_ev": 8.46,
  "total_energy_ha": -20939.07925,
  "mol_weight_g_mol": 2043.08
}